(1)
The following is a quantum chemistry calculation of a molecular structure, C32H41FN3O3PS3Tm, from the Open Molecules 2025 dataset.

Properties
⟨S²⟩: 2.027
Total charge: +3
Gap between HOMO and LUMO (spin up / spin down) (eV): 5.2 / 4.6
LUMO (spin up / spin down) (eV): -9.58 / -10.10
E_HOMO (spin up / spin down) (eV): -14.76 / -14.75
Multiplicity: 3

Cartesian coordinates (Å):
C1 -5.573 5.299 -2.541
C2 -4.004 5.079 -2.084
N1 -3.436 4.025 -2.998
C3 -2.876 2.841 -2.254
C4 -4.024 2.088 -1.332
C5 -2.455 4.652 -3.911
S1 -3.072 5.732 -5.003
S2 -0.665 4.299 -3.923
C6 0.234 5.572 -2.919
C7 0.450 5.134 -1.410
C8 1.809 4.351 -1.137
C9 1.476 2.803 -1.219
C10 1.663 2.192 -2.562
C11 1.327 0.776 -2.704
C12 0.837 0.021 -1.554
C13 0.680 0.587 -0.192
C14 1.015 2.027 -0.053
N2 0.203 -0.187 0.941
P1 -1.550 -0.268 1.039
O1 -2.250 -0.507 -0.489
O2 -2.132 1.198 1.633
C15 0.829 -1.490 1.043
C16 1.334 -2.003 2.352
C17 1.184 -1.206 3.691
C18 1.627 0.309 3.590
C19 1.647 0.875 5.089
C20 0.179 0.927 5.683
O3 -0.089 2.255 6.162
C21 2.033 -3.352 2.478
C22 2.216 -4.197 1.318
C23 2.940 -5.567 1.329
C24 2.258 -6.762 1.855
C25 3.097 -7.956 1.731
C26 4.424 -7.851 1.153
N3 5.115 -6.758 0.694
C27 4.293 -5.673 0.823
C28 1.693 -3.744 -0.025
C29 1.828 -4.592 -1.314
C30 0.612 -5.576 -1.570
C31 -0.734 -4.873 -1.943
F1 -1.453 -4.404 -0.798
C32 1.017 -2.395 -0.108
S3 0.394 -1.758 -1.699
H1 -5.727 4.752 -3.553
H2 -5.764 6.383 -2.749
H3 -6.316 4.829 -1.782
H4 -3.511 6.083 -2.215
H5 -3.906 4.836 -0.991
H6 -2.033 3.096 -1.549
H7 -2.486 2.033 -2.941
H8 -4.026 0.975 -1.462
H9 -3.864 2.294 -0.235
H10 -5.085 2.511 -1.549
H11 1.175 5.858 -3.457
H12 -0.411 6.499 -2.911
H13 0.486 6.076 -0.795
H14 -0.431 4.484 -1.136
H15 2.584 4.530 -1.938
H16 2.198 4.644 -0.128
H17 2.037 2.760 -3.443
H18 1.428 0.210 -3.669
H19 0.923 2.554 0.935
H20 -2.666 -1.394 -0.465
H21 -1.762 1.950 1.123
H22 1.723 -1.758 4.513
H23 0.091 -1.211 3.967
H24 2.672 0.441 3.205
H25 0.871 0.941 3.046
H26 2.201 1.843 5.181
H27 2.228 0.125 5.706
H28 0.075 0.190 6.535
H29 -0.537 0.686 4.838
H30 -0.914 2.262 6.675
H31 2.414 -3.700 3.474
H32 1.227 -6.811 2.268
H33 2.714 -8.946 2.074
H34 4.993 -8.819 1.061
H35 4.755 -4.704 0.473
H36 2.746 -5.244 -1.210
H37 2.026 -3.945 -2.214
H38 0.507 -6.313 -0.723
H39 0.901 -6.206 -2.465
H40 -0.627 -4.083 -2.737
H41 -1.399 -5.666 -2.400
Tm1 -5.609 3.032 -3.222

(2)
The following is a quantum chemistry calculation of a molecular structure, C32H41FeN4O4S2Si, from the Open Molecules 2025 dataset.

Properties
⟨S²⟩: 6.085
Total charge: -1
Gap between HOMO and LUMO (spin up / spin down) (eV): 5.2 / 5.4
LUMO (spin up / spin down) (eV): 2.06 / 2.13
Energy relative to the best compared isomer or geometry (same formula, charge and spin) (eV): 0.121
E_HOMO (spin up / spin down) (eV): -3.19 / -3.26
Multiplicity: 5

Cartesian coordinates (Å):
Fe1 -0.110 0.584 1.088
C1 0.033 3.057 6.139
S1 0.794 3.708 4.639
C2 0.059 2.612 3.417
S2 0.206 0.943 3.583
N1 -0.526 3.302 2.461
N2 -0.961 2.481 1.451
C3 -1.909 2.927 0.690
C4 -2.399 2.014 -0.348
C5 -3.318 2.429 -1.315
C6 -3.688 1.534 -2.303
C7 -3.132 0.259 -2.301
C8 -2.244 -0.080 -1.291
N3 -1.901 0.763 -0.325
H1 0.526 3.540 6.982
H2 -1.031 3.283 6.164
H3 0.188 1.983 6.202
H4 -2.335 3.918 0.825
H5 -3.711 3.437 -1.288
H6 -4.393 1.830 -3.069
H7 -3.383 -0.470 -3.058
H8 -1.780 -1.060 -1.249
C9 1.864 -2.998 1.208
C10 1.018 -2.073 0.345
O1 0.148 -2.902 -0.497
O2 0.256 -1.271 1.120
H9 2.429 -3.700 0.592
H10 1.217 -3.545 1.895
H11 2.558 -2.397 1.793
O3 0.395 1.535 -1.560
C11 1.137 2.413 -1.940
C12 1.653 3.519 -1.053
C13 1.127 4.853 -1.620
C14 -0.258 4.758 -2.292
C15 -0.247 4.357 -3.776
C16 0.179 2.913 -4.049
N4 1.396 2.582 -3.308
H12 2.745 3.501 -1.017
H13 1.300 3.331 -0.043
H14 1.835 5.272 -2.343
H15 1.076 5.569 -0.798
H16 -0.747 5.733 -2.214
H17 -0.885 4.059 -1.731
H18 0.432 5.035 -4.309
H19 -1.241 4.518 -4.202
H20 0.347 2.753 -5.116
H21 -0.588 2.210 -3.726
H22 2.104 3.292 -3.454
C17 -0.090 -5.730 0.177
Si1 -0.928 -4.081 -0.148
C18 -1.949 -4.249 -1.711
C19 -2.149 -3.792 1.263
C20 -2.784 -4.897 1.838
C21 -3.777 -4.747 2.799
C22 -4.156 -3.479 3.206
C23 -3.537 -2.367 2.655
C24 -2.547 -2.526 1.697
H23 -0.778 -6.558 0.001
H24 0.288 -5.813 1.195
H25 0.753 -5.845 -0.507
H26 -2.646 -5.084 -1.631
H27 -1.307 -4.412 -2.578
H28 -2.533 -3.345 -1.886
H29 -2.499 -5.898 1.538
H30 -4.247 -5.621 3.233
H31 -4.923 -3.357 3.962
H32 -3.814 -1.372 2.979
H33 -2.043 -1.660 1.303
C25 4.068 1.227 1.527
C26 2.897 0.593 0.785
O4 1.801 1.256 0.937
C27 3.061 -0.538 0.013
C28 4.387 -1.070 -0.184
C29 4.686 -2.029 -1.084
C30 3.631 -2.515 -1.956
C31 2.361 -2.135 -1.794
C32 1.893 -1.255 -0.658
H34 3.657 1.977 2.200
H35 4.770 1.714 0.846
H36 4.629 0.500 2.114
H37 5.198 -0.642 0.394
H38 5.703 -2.375 -1.213
H39 3.888 -3.182 -2.773
H40 1.600 -2.499 -2.470
H41 1.203 -0.509 -1.067

(3)
The following is a quantum chemistry calculation of a molecular structure, C32H41IrN4O3Si2, from the Open Molecules 2025 dataset.

Properties
⟨S²⟩: 0.801
Total charge: +1
Gap between HOMO and LUMO (spin up / spin down) (eV): 6.6 / 5.8
LUMO (spin up / spin down) (eV): -4.05 / -5.06
Energy relative to the best compared isomer or geometry (same formula, charge and spin) (eV): 0.000
E_HOMO (spin up / spin down) (eV): -10.67 / -10.83
Multiplicity: 2

Cartesian coordinates (Å):
Ir1 -0.254 -0.290 -0.582
C1 2.252 1.001 0.853
O1 1.108 0.135 1.016
C2 1.141 -0.794 2.044
C3 2.341 -1.215 2.578
C4 2.370 -2.198 3.563
C5 1.195 -2.783 4.020
C6 -0.008 -2.350 3.513
C7 -0.080 -1.331 2.541
N1 -1.354 -0.915 2.266
N2 -1.454 0.004 1.340
C8 -2.288 1.005 1.416
C9 -2.099 1.960 0.277
O2 -1.138 1.834 -0.485
C10 -3.027 3.063 0.142
C11 -3.959 3.268 1.080
C12 -4.109 2.423 2.256
C13 -5.103 2.722 3.180
C14 -5.280 1.940 4.309
C15 -4.451 0.850 4.520
C16 -3.449 0.536 3.613
C17 -3.264 1.310 2.463
H1 3.058 0.468 0.358
H2 2.553 1.369 1.831
H3 1.901 1.815 0.229
H4 3.273 -0.821 2.204
H5 3.326 -2.522 3.951
H6 1.224 -3.561 4.769
H7 -0.947 -2.761 3.859
H8 -2.899 3.710 -0.714
H9 -4.636 4.110 0.994
H10 -5.741 3.580 3.007
H11 -6.055 2.184 5.023
H12 -4.575 0.237 5.402
H13 -2.806 -0.305 3.807
C18 1.718 -3.265 0.145
Si1 0.339 -2.530 -0.915
C19 -1.154 -3.643 -0.578
C20 0.920 -2.789 -2.692
C21 1.040 -4.040 -3.302
C22 1.474 -4.152 -4.615
C23 1.816 -3.009 -5.332
C24 1.721 -1.763 -4.731
C25 1.264 -1.639 -3.417
Si2 1.074 -0.002 -2.504
C26 2.845 0.632 -2.323
C27 0.251 1.338 -3.557
H14 1.928 -4.258 -0.266
H15 1.464 -3.394 1.199
H16 2.644 -2.689 0.072
H17 -0.943 -4.672 -0.883
H18 -2.054 -3.322 -1.107
H19 -1.385 -3.662 0.491
H20 0.786 -4.943 -2.754
H21 1.552 -5.126 -5.081
H22 2.159 -3.096 -6.355
H23 1.996 -0.882 -5.303
H24 3.234 0.765 -3.337
H25 3.498 -0.093 -1.831
H26 2.934 1.597 -1.823
H27 0.522 1.230 -4.611
H28 0.604 2.318 -3.227
H29 -0.838 1.353 -3.480
C28 -4.421 -0.894 -0.300
N3 -4.218 -1.187 -1.706
C29 -5.386 -0.995 -2.555
C30 -2.954 -1.158 -2.223
O3 -2.071 -0.575 -1.552
N4 -2.773 -1.791 -3.391
C31 -1.679 -1.499 -4.303
C32 -3.607 -2.916 -3.803
H30 -5.312 -1.424 0.038
H31 -4.573 0.177 -0.123
H32 -3.570 -1.244 0.282
H33 -5.897 -0.076 -2.257
H34 -6.088 -1.826 -2.467
H35 -5.088 -0.894 -3.595
H36 -1.146 -0.614 -3.976
H37 -2.095 -1.311 -5.295
H38 -0.984 -2.336 -4.360
H39 -4.201 -3.279 -2.970
H40 -2.945 -3.715 -4.138
H41 -4.266 -2.646 -4.631

(4)
The following is a quantum chemistry calculation of a molecular structure, C32H41N5O6S3Sn, from the Open Molecules 2025 dataset.

Properties
Gap between HOMO and LUMO (eV): 6.9
LUMO (eV): -0.28
E_HOMO (eV): -7.20

Cartesian coordinates (Å):
Sn1 1.080 -0.149 -1.083
C1 0.153 -1.208 -4.580
O1 -0.381 -0.570 -3.414
C2 -1.721 -0.328 -3.353
C3 -2.649 -0.949 -4.181
C4 -4.000 -0.656 -4.052
C5 -4.430 0.263 -3.104
C6 -3.500 0.891 -2.292
C7 -2.145 0.602 -2.401
N1 -1.117 1.208 -1.613
N2 -1.469 2.238 -1.008
C8 -0.525 2.966 -0.304
C9 0.875 2.859 -0.466
O2 1.507 1.935 -1.116
C10 1.689 3.886 0.135
C11 1.176 4.793 0.993
C12 -0.221 4.822 1.301
C13 -0.744 5.699 2.273
C14 -2.085 5.719 2.556
C15 -2.949 4.865 1.846
C16 -2.462 4.002 0.897
C17 -1.078 3.943 0.608
H1 -0.285 -0.780 -5.482
H2 -0.047 -2.282 -4.547
H3 1.223 -1.026 -4.548
H4 -2.322 -1.669 -4.917
H5 -4.714 -1.151 -4.699
H6 -5.483 0.495 -3.006
H7 -3.805 1.624 -1.558
H8 2.750 3.843 -0.083
H9 1.827 5.517 1.474
H10 -0.063 6.365 2.794
H11 -2.478 6.391 3.309
H12 -4.014 4.894 2.046
H13 -3.132 3.348 0.356
C18 -0.440 -5.576 -2.386
C19 0.780 -5.344 -1.500
S1 1.057 -3.596 -1.088
C20 0.745 -3.535 0.695
C21 -0.715 -3.529 1.150
S2 -1.668 -2.133 0.473
C22 -2.940 -2.941 -0.540
C23 -2.455 -3.636 -1.813
S3 -2.042 -5.398 -1.556
H14 -0.425 -6.597 -2.770
H15 -0.426 -4.904 -3.244
H16 1.675 -5.689 -2.019
H17 0.692 -5.903 -0.568
H18 1.224 -2.612 1.017
H19 1.287 -4.360 1.161
H20 -0.743 -3.444 2.237
H21 -1.218 -4.447 0.856
H22 -3.598 -2.113 -0.817
H23 -3.515 -3.623 0.088
H24 -1.569 -3.135 -2.198
H25 -3.240 -3.600 -2.566
C24 5.560 -0.773 0.292
C25 4.228 -0.601 -0.375
N3 3.123 -0.568 0.272
O3 3.224 -0.675 1.659
C26 4.153 -0.490 -1.842
C27 5.346 -0.476 -2.739
N4 2.967 -0.423 -2.383
O4 2.840 -0.370 -3.652
H26 5.441 -0.941 1.355
H27 6.171 0.120 0.139
H28 6.091 -1.616 -0.151
H29 2.297 -0.751 1.948
H30 6.281 -0.512 -2.183
H31 5.326 0.427 -3.355
H32 5.307 -1.316 -3.437
O5 0.317 1.084 1.793
C28 0.080 0.162 2.704
O6 0.605 -0.933 2.679
C29 -0.913 0.615 3.780
N5 -1.154 2.056 3.606
C30 -0.461 2.794 4.693
C31 0.474 1.760 5.320
C32 -0.312 0.455 5.177
H33 -1.816 0.025 3.626
H34 -2.132 2.291 3.544
H35 -0.171 1.887 2.135
H36 -1.179 3.158 5.431
H37 0.070 3.656 4.290
H38 0.723 2.004 6.352
H39 1.407 1.697 4.754
H40 -1.114 0.416 5.915
H41 0.292 -0.445 5.259

(5)
The following is a quantum chemistry calculation of a molecular structure, C32H42AuN2OP2, from the Open Molecules 2025 dataset.

Properties
⟨S²⟩: 2.098
Total charge: +1
Gap between HOMO and LUMO (spin up / spin down) (eV): 6.5 / 6.2
LUMO (spin up / spin down) (eV): -3.35 / -4.22
E_HOMO (spin up / spin down) (eV): -9.83 / -10.44
Multiplicity: 3

Cartesian coordinates (Å):
C1 3.231 -3.100 1.368
C2 2.999 -2.148 0.379
C3 2.203 -2.498 -0.755
C4 1.569 -3.760 -0.812
C5 1.830 -4.704 0.211
C6 2.649 -4.373 1.275
C7 0.559 -3.897 -1.840
C8 0.918 -3.272 -3.119
C9 1.527 -1.995 -2.977
C10 1.566 -1.122 -4.097
C11 0.969 -1.525 -5.283
C12 0.351 -2.770 -5.400
C13 0.336 -3.654 -4.345
H1 3.825 -2.830 2.233
H2 1.367 -5.666 0.129
H3 2.824 -5.086 2.069
H4 0.110 -4.872 -1.901
H5 0.975 -0.830 -6.123
H6 -0.114 -3.044 -6.341
H7 -0.129 -4.617 -4.403
N1 1.929 -1.606 -1.744
Au1 0.693 0.241 -0.872
C14 3.482 -0.718 0.559
H8 3.902 -0.318 -0.373
H9 4.217 -0.628 1.368
C15 2.145 0.266 -3.909
H10 3.092 0.218 -3.358
H11 2.300 0.763 -4.873
P1 2.094 0.363 1.023
P2 1.008 1.287 -2.930
C16 -0.462 1.505 -3.960
H12 -1.153 2.194 -3.457
H13 -0.164 1.922 -4.934
H14 -0.966 0.541 -4.107
C17 1.840 2.890 -2.823
H15 2.233 3.161 -3.816
H16 1.124 3.653 -2.485
H17 2.670 2.826 -2.103
C18 1.401 -0.255 2.562
H18 2.201 -0.306 3.312
H19 0.605 0.431 2.888
H20 0.971 -1.251 2.396
C19 2.717 2.030 1.305
H21 1.877 2.666 1.627
H22 3.477 1.980 2.098
H23 3.156 2.434 0.379
C20 -0.698 -1.684 -1.484
O1 -1.634 -1.196 -2.040
H24 -0.433 -2.970 -1.561
C21 -3.834 1.282 5.427
C22 -3.178 0.707 4.194
C23 -3.081 -0.678 4.032
C24 -2.528 -1.248 2.880
C25 -2.492 -2.745 2.726
C26 -1.977 -0.405 1.915
C27 -1.961 1.034 2.053
C28 -2.639 1.546 3.219
N2 -1.312 1.772 1.153
C29 -1.652 3.182 0.848
C30 -3.159 3.406 0.733
C31 -1.068 4.132 1.890
C32 -1.027 3.535 -0.502
H25 -4.918 1.089 5.413
H26 -3.433 0.817 6.343
H27 -3.679 2.365 5.483
H28 -3.511 -1.337 4.799
H29 -1.992 -3.211 3.591
H30 -3.521 -3.134 2.684
H31 -1.966 -3.025 1.804
H32 -1.542 -0.814 1.001
H33 -2.723 2.625 3.354
H34 -3.691 3.248 1.673
H35 -3.342 4.431 0.410
H36 -3.584 2.732 -0.020
H37 0.024 4.032 1.930
H38 -1.310 5.158 1.603
H39 -1.459 3.953 2.898
H40 0.065 3.421 -0.458
H41 -1.421 2.873 -1.291
H42 -1.276 4.577 -0.742